ORCA calculation (the ωB97M-V functional and the def2-TZVPD basis) on a molecular structure, C20H22F3GaN4 in a non-equilibrium geometry.

Results
- relative energy (zero: lowest compared OMol25 entry of this formula, charge and spin) (kJ/mol) = 16.97
- HOMO energy (eV) = -13.892
- LUMO energy (eV) = -6.5
- gap between HOMO and LUMO (eV) = 7.38
- charge = +2

Geometry as XYZ:
```
50
Properties=species:S:1:pos:R:3:forces:R:3
Ga -0.438050 0.691692 0.743514 0.679 -0.160 0.352
C -0.380645 1.384251 3.538797 -0.579 0.152 -0.214
C -1.868240 1.190727 3.220202 -0.011 0.856 -0.341
N -2.189683 1.285913 1.732383 0.637 -1.054 1.272
C -2.588806 2.593729 1.271035 0.091 1.015 -0.821
C -1.435399 3.322064 0.558737 0.130 0.339 -0.617
C -1.448978 4.672725 0.208162 0.300 -0.442 -0.327
C -0.357239 5.132141 -0.542125 0.854 1.499 0.591
C 0.786197 4.365467 -0.830180 -1.400 -0.712 0.555
C 0.758179 3.036643 -0.409358 -1.300 0.904 0.264
C 1.953552 2.142550 -0.447642 0.034 -1.138 -1.442
N 1.661431 0.822716 0.142961 -0.022 0.638 0.072
C 2.484042 0.443076 1.275931 0.905 0.096 1.457
C 1.859358 1.033088 2.559359 -1.671 -1.259 -2.117
N 0.419996 0.554773 2.655920 1.179 0.369 -1.157
N -0.373659 2.556258 0.197886 0.366 0.745 0.150
H -0.079240 2.416198 3.326828 -0.193 -0.046 0.074
H -0.185093 1.215661 4.599530 -0.095 -0.140 -0.045
H -2.230181 0.226913 3.551999 -0.114 -0.081 0.274
H -2.358138 2.030021 3.723702 -0.430 -0.517 0.109
H -2.935279 0.622432 1.508193 0.303 0.126 0.248
H -3.393016 2.420306 0.557644 -0.022 0.324 -0.243
H -3.018748 3.219340 2.061551 0.220 -0.078 -0.049
H -2.262330 5.360803 0.476024 0.393 -0.498 -0.073
H -0.263063 6.231180 -0.723849 -0.421 -1.091 -0.191
H 1.640331 4.798007 -1.323726 0.116 0.013 -0.030
H 2.361639 1.990744 -1.479083 -0.641 0.266 0.590
H 2.757673 2.639962 0.045651 0.616 0.300 0.734
H 1.655514 0.109285 -0.559484 0.167 -0.399 -0.460
H 2.544306 -0.668148 1.394771 -0.013 0.888 -0.398
H 3.518727 0.870930 1.223368 -0.692 -0.633 -0.191
H 2.414452 0.757364 3.391640 0.942 -0.460 1.693
H 1.766971 2.085573 2.498130 0.256 1.205 -0.069
H 0.414647 -0.429651 2.867706 -0.112 -0.425 0.539
F 0.971273 -7.381797 -3.160958 1.008 -0.584 0.106
C 0.460613 -6.477934 -3.979715 0.361 0.617 -0.141
F -0.520924 -7.083894 -4.613019 -0.806 -0.023 -0.657
F 1.367575 -6.065394 -4.910048 -0.095 -0.764 0.389
C 0.063680 -5.274102 -3.187874 -0.432 0.783 -1.679
C -0.115840 -5.378056 -1.842206 -0.288 -0.441 0.773
C -0.341210 -4.240828 -1.115435 -0.128 1.712 -0.212
C -0.377424 -2.993494 -1.801567 -0.581 -0.211 1.533
C -0.313462 -2.914912 -3.185854 -0.456 -0.120 0.450
C -0.115762 -4.068726 -3.890920 0.721 -0.896 1.553
C -0.561099 -1.802471 -0.992419 0.408 -1.981 -1.515
C -0.625953 -0.824756 -0.308851 -0.666 0.994 0.914
H -0.118489 -6.350189 -1.371704 0.206 0.010 0.085
H -0.510792 -4.246166 -0.041939 0.131 -0.122 -0.198
H -0.513271 -1.996226 -3.692648 0.204 0.530 -0.178
H 0.059879 -4.025764 -4.920998 -0.056 -0.107 -1.411
```
Forces are in eV/Å.

ORCA calculation (the ωB97M-V functional and the def2-TZVPD basis) on a molecular structure, NO5S in a non-equilibrium geometry.

Results
- relative energy (zero: lowest compared OMol25 entry of this formula, charge and spin) (kJ/mol) = 216.63
- HOMO energy (eV) = -5.184
- LUMO energy (eV) = 4.0
- gap between HOMO and LUMO (eV) = 9.22
- charge = -1

Geometry as XYZ:
```
7
Properties=species:S:1:pos:R:3:forces:R:3
N -1.041563 -0.083340 -0.120213 -3.768 -1.414 -2.164
O -1.416571 -0.885033 0.699032 -0.370 -0.642 1.009
O -0.139173 -0.524786 -0.992017 1.077 0.196 -0.488
O -1.609670 0.933795 -0.396403 -0.230 1.135 -0.045
O 2.438892 0.181316 -0.423105 -0.196 -0.097 -0.510
O 0.502680 0.710783 0.967798 2.273 0.387 0.892
S 1.265408 -0.332732 0.264905 1.214 0.435 1.306
```
Forces are in eV/Å.

ORCA calculation (the ωB97M-V functional and the def2-TZVPD basis) on 2 unconnected molecules or ions with the total composition C3H7NS2 in a non-equilibrium geometry.

Results
- relative energy (zero: lowest compared OMol25 entry of this formula, charge and spin) (kJ/mol) = 200.56
- HOMO energy (eV) = -9.218
- SMILES = C=CN=C.SS
- LUMO energy (eV) = 0.3
- gap between HOMO and LUMO (eV) = 9.47

Geometry as XYZ:
```
13
Properties=species:S:1:pos:R:3:forces:R:3
C -0.532706 0.175754 0.122284 -0.126 -0.164 -1.174
C 0.105506 0.839236 -0.867764 0.800 0.121 0.897
C -2.577501 1.185408 0.529093 0.741 -2.279 -0.119
N -1.932372 0.084788 0.213416 -1.710 3.095 0.458
H -0.085569 -0.567573 0.788420 0.516 0.555 -0.114
H -0.357528 1.458114 -1.649590 -0.197 -0.445 0.640
H 1.214859 0.866526 -0.883985 -0.846 -0.262 0.031
H -3.690328 1.176526 0.552196 0.909 -0.127 -0.071
H -2.071923 2.099823 0.894908 -0.089 -0.400 -0.487
S 2.570195 -2.056436 -1.091386 -0.659 0.964 1.093
S 3.129490 -1.418622 0.841772 0.316 -0.076 -0.630
H 1.426176 -1.310479 -0.936070 0.469 -0.717 -0.710
H 2.801702 -2.533065 1.486706 -0.123 -0.266 0.186
```
Forces are in eV/Å.